<w>
Computed, not measured: a 2-piece molecular cluster, C5H6BrF overall, with ωB97M-V/def2-TZVPD.

LUMO level	0.652	eV
HOMO level	-9.005	eV
gap between HOMO and LUMO	9.6572	eV

```
13
Properties=species:S:1:pos:R:3:nbo_charge:R:1
Br 1.463 0.699 -1.687 0.12
F -2.587 0.993 -0.034 -0.30
C 0.029 -0.624 0.417 -0.28
C 0.115 0.241 -0.576 -0.21
C -1.541 2.594 -1.624 -0.58
C 0.970 -1.645 0.959 -0.63
C -1.744 1.571 -0.852 0.54
H -0.952 -0.779 0.985 0.22
H 1.888 -1.588 0.281 0.20
H 1.336 -1.288 1.825 0.22
H -0.629 2.819 -2.046 0.24
H -2.327 3.287 -1.865 0.22
H 0.644 -2.623 1.090 0.22
```

<x>
Computed, not measured: a 2-piece molecular cluster, C5H6BrF overall, with ωB97M-V/def2-TZVPD.

LUMO level (spin up / spin down)	-0.845 / -3.075	eV
HOMO level (spin up / spin down)	-10.297 / -8.333	eV
gap between HOMO and LUMO (spin up / spin down)	9.4518 / 5.2579	eV

```
13
Properties=species:S:1:pos:R:3:nbo_charge:R:1
Br -3.581 -0.727 0.018 -0.22
F -0.638 2.278 -0.697 -0.30
C 0.099 0.162 -0.077 -0.18
C 0.165 0.869 1.276 -0.44
C 1.055 -0.335 -1.010 -0.40
C -0.722 1.270 0.144 0.51
C 0.126 -1.366 -0.372 -0.37
H -0.232 0.352 2.146 0.24
H -0.769 -1.825 -0.894 0.25
H 2.042 -0.334 -0.656 0.22
H 0.538 -1.891 0.528 0.22
H 1.018 1.475 1.542 0.22
H 0.900 0.073 -1.949 0.23
```

Most favorable structure: <w>. The second most favorable one is 52.3 kJ/mol above it.

<w>
Computed, not measured: a 5-piece molecular cluster, C5H20N2O4 overall, with ωB97M-V/def2-TZVPD.

LUMO level	0.603	eV
HOMO level	-8.028	eV
gap between HOMO and LUMO	8.6308	eV
structure (SMILES)	CN/C=C/CCN.O.O.O.O

```
31
Properties=species:S:1:pos:R:3:nbo_charge:R:1
O -1.100 2.610 2.045 -1.00
O -0.193 -1.045 2.580 -1.00
O -2.276 0.270 1.294 -0.99
O 1.255 1.271 2.474 -0.97
N -0.119 -2.528 -1.315 -0.61
N 2.470 1.062 -1.725 -0.83
C -0.339 -0.160 -1.722 -0.32
C -0.429 -3.531 -0.303 -0.41
C -0.042 1.265 -1.371 -0.45
C 1.245 1.769 -2.059 -0.21
C -0.067 -1.202 -0.923 0.00
H 2.702 1.131 -0.741 0.34
H -2.156 0.022 0.368 0.49
H -1.490 -3.555 -0.026 0.18
H -0.335 -1.227 3.517 0.48
H 1.613 1.357 1.578 0.47
H -0.571 -2.689 -2.202 0.37
H -1.657 1.843 1.789 0.51
H 0.135 -3.286 0.599 0.21
H 0.280 -1.043 0.094 0.20
H -0.694 -0.359 -2.731 0.19
H 2.383 0.072 -1.953 0.36
H 0.420 -0.276 2.560 0.51
H -1.658 -0.304 1.801 0.51
H 1.099 1.674 -3.139 0.18
H 0.030 1.398 -0.283 0.20
H 0.476 1.875 2.455 0.51
H 1.381 2.830 -1.838 0.19
H -0.868 1.919 -1.667 0.21
H -1.386 3.346 1.495 0.48
H -0.109 -4.509 -0.653 0.20
```

<x>
Computed, not measured: a 5-piece molecular cluster, C5H20N2O4 overall, with ωB97M-V/def2-TZVPD.

LUMO level	0.253	eV
HOMO level	-9.589	eV
gap between HOMO and LUMO	9.8422	eV
structure (SMILES)	CCCC/N=C\N.O.O.O.O

```
31
Properties=species:S:1:pos:R:3:nbo_charge:R:1
O -1.456 -3.203 -0.346 -0.98
O 0.202 4.377 0.337 -0.95
O 0.302 0.296 3.920 -0.93
O 1.311 -3.074 -0.404 -0.98
N 2.399 -0.845 1.056 -0.87
N 1.664 1.335 0.305 -0.49
C -0.548 0.340 -0.205 -0.41
C 0.787 0.851 -0.739 -0.25
C 2.384 0.568 0.983 0.28
C -2.563 0.961 -1.573 -0.60
C -1.480 -0.090 -1.352 -0.41
H 0.659 1.659 -1.466 0.20
H 1.773 -1.307 0.390 0.40
H -3.036 1.156 -0.611 0.20
H 0.284 1.086 3.368 0.47
H 1.092 -0.113 3.612 0.47
H -2.255 1.884 -2.064 0.21
H 1.234 0.059 -1.353 0.18
H 1.013 3.918 0.564 0.48
H -1.117 0.990 0.466 0.21
H -1.022 -0.257 -2.325 0.20
H 3.265 -1.305 0.777 0.39
H 1.476 -3.440 -1.264 0.48
H -1.523 -2.694 -1.156 0.49
H 0.356 -3.006 -0.230 0.50
H 2.953 0.916 1.851 0.16
H -3.345 0.583 -2.238 0.21
H -0.305 -0.455 0.512 0.21
H -1.944 -0.988 -0.969 0.19
H -0.495 3.719 0.362 0.46
H -2.065 -3.921 -0.210 0.50
```

Most favorable structure: <w>. The second most favorable one is 94.4 kJ/mol above it.

<w>
Computed, not measured: a 2-piece molecular cluster, C4H11NS2 overall, with ωB97M-V/def2-TZVPD.

LUMO level (spin up / spin down)	-8.988 / -8.747	eV
HOMO level (spin up / spin down)	-13.756 / -13.721	eV
2S+1	2
gap between HOMO and LUMO (spin up / spin down)	4.7686 / 4.9748	eV
total charge	+1

```
18
Properties=species:S:1:pos:R:3:mulliken_spin:R:1
S 1.264 0.245 -1.203 0.88
S -1.157 -0.440 1.619 0.07
N -2.880 -0.673 -1.076 0.01
C 2.702 1.684 0.760 0.03
C -0.881 -1.501 0.210 0.00
C -1.428 -0.946 -1.078 0.03
C 1.338 1.121 0.397 -0.04
H -3.320 -1.575 -0.900 0.00
H -3.131 -0.061 -0.312 0.00
H 3.426 0.938 1.078 0.01
H -0.913 0.004 -1.264 0.02
H 3.108 2.307 -0.033 0.00
H 0.631 1.946 0.339 0.02
H 0.973 0.320 1.072 0.00
H 0.211 -1.669 0.128 0.00
H 2.543 2.348 1.614 0.00
H -1.160 -1.602 -1.906 -0.01
H -1.325 -2.444 0.553 0.00
```

<x>
Computed, not measured: an isolated ion of composition C4H11NS2 and charge +1, with ωB97M-V/def2-TZVPD.

LUMO level (spin up / spin down)	-4.918 / -7.988	eV
HOMO level (spin up / spin down)	-12.443 / -12.435	eV
2S+1	2
gap between HOMO and LUMO (spin up / spin down)	7.5250 / 4.4472	eV
total charge	+1

```
18
Properties=species:S:1:pos:R:3:mulliken_spin:R:1
S -3.084 0.335 -0.845 0.39
S -1.848 0.757 0.768 0.58
N 1.642 0.462 -0.001 0.00
C -0.192 -1.298 -0.059 0.02
C 1.333 1.916 0.267 0.02
C -1.090 -0.959 1.127 -0.01
C 0.676 -0.354 -0.776 0.01
H -0.405 -0.718 1.964 0.00
H 0.345 2.073 0.743 0.00
H 1.295 2.449 -0.664 0.00
H 0.516 -2.087 0.276 0.00
H -2.698 -0.867 -1.103 0.00
H -1.731 -1.842 1.417 0.01
H -0.743 -1.935 -0.804 0.00
H 0.053 0.360 -1.376 -0.01
H 2.605 0.445 -0.443 0.00
H 2.039 2.134 0.950 0.00
H 1.286 -0.870 -1.439 0.00
```

Most favorable structure: <x>. The second most favorable one is 250.3 kJ/mol above it.

<w>
Computed, not measured: C30H38N2OS4SiTi as an isolated structure, with ωB97M-V/def2-TZVPD.

LUMO level	4.108	eV
HOMO level	-0.806	eV
gap between HOMO and LUMO	4.9141	eV
total charge	-2

```
77
Properties=species:S:1:pos:R:3:lowdin_charge:R:1
Ti -1.249 0.374 0.625 0.29
S 0.674 1.273 2.087 0.55
S -2.944 1.705 1.635 0.63
S -1.635 -1.143 2.547 0.58
S 2.465 0.645 -0.559 0.98
Si -3.795 -2.105 -0.082 0.38
O -1.484 1.813 -0.910 -0.11
N 0.182 -1.377 0.327 0.11
N 2.006 2.133 -3.169 0.03
C 3.977 1.364 -4.335 -0.11
C 3.141 1.477 -3.222 -0.37
C 3.004 4.536 1.728 -0.13
C -4.936 -2.533 -1.549 -0.21
C -4.966 -1.555 1.281 -0.19
C -2.903 -0.678 4.917 -0.15
C 2.201 -2.979 0.759 -0.58
C 1.559 2.817 -4.302 -0.39
C 3.538 2.025 -5.502 -0.16
C 1.619 -4.362 1.074 -0.04
C -4.035 1.705 4.130 -0.15
C 1.870 2.398 1.426 -0.68
C -0.044 0.876 -2.580 -0.10
C 2.983 -2.437 1.964 -0.03
C 1.073 -2.066 0.522 -0.15
C 2.373 2.725 -5.503 -0.09
C -2.635 -0.197 3.632 -0.68
C -3.213 1.020 3.232 -0.68
C 3.088 -3.034 -0.487 -0.04
C 3.590 3.136 -0.123 -0.11
C -0.678 0.946 -1.243 -0.44
C -2.991 -3.752 0.377 -0.20
C 3.585 0.738 -1.966 -0.41
C -3.722 0.012 5.797 -0.14
C 0.393 3.524 -4.251 -0.03
C 2.652 2.188 0.278 -0.50
C -4.294 1.216 5.399 -0.14
C 2.066 3.598 2.122 -0.15
C -2.552 -0.870 -0.661 -0.37
C 3.772 4.306 0.594 -0.12
H -4.354 -2.879 -2.408 0.01
H 0.741 1.645 -2.606 -0.01
H -5.884 -2.150 1.249 0.02
H -4.518 -1.654 2.270 0.01
H 2.329 -2.330 2.831 0.09
H 1.045 -4.748 0.231 0.09
H 3.790 -3.135 2.202 0.08
H 4.130 1.966 -6.412 0.08
H 3.931 -3.700 -0.289 0.09
H 3.400 -1.457 1.737 0.08
H -5.654 -3.317 -1.287 0.01
H 4.891 0.784 -4.301 0.07
H 1.444 3.776 2.990 0.09
H 4.564 1.096 -1.637 0.07
H -5.501 -1.652 -1.867 0.02
H -2.449 -4.157 -0.483 0.02
H 0.035 4.055 -5.125 0.01
H -4.470 2.645 3.808 0.08
H -4.934 1.772 6.075 0.08
H -2.291 -3.626 1.203 -0.02
H 0.963 -4.316 1.944 0.09
H 3.115 5.456 2.292 0.08
H 3.471 -2.045 -0.723 0.05
H -3.749 -4.484 0.672 0.02
H -2.450 -1.617 5.216 0.08
H 2.438 -5.053 1.286 0.08
H -3.909 -0.387 6.787 0.08
H 4.494 5.039 0.254 0.09
H 2.536 -3.417 -1.346 0.09
H 3.730 -0.313 -2.232 0.06
H 4.165 2.973 -1.022 0.09
H -0.783 1.108 -3.352 0.09
H 0.404 -0.100 -2.747 0.08
H -1.927 -1.415 -1.388 0.01
H 2.027 3.229 -6.400 0.08
H -5.230 -0.502 1.151 0.02
H -0.182 3.566 -3.336 0.03
H -3.096 -0.115 -1.246 0.01
```

<x>
Computed, not measured: C30H38N2OS4SiTi as an isolated structure, with ωB97M-V/def2-TZVPD.

LUMO level	4.176	eV
HOMO level	-0.837	eV
gap between HOMO and LUMO	5.0136	eV
total charge	-2

```
77
Properties=species:S:1:pos:R:3:lowdin_charge:R:1
Ti -0.135 -0.544 0.203 0.72
S -2.151 -0.697 -1.739 0.99
S 1.389 2.877 2.092 0.55
S 1.929 -0.458 1.683 0.63
S -2.962 0.932 2.806 0.41
Si 1.988 -1.420 -2.578 0.43
O -1.400 0.486 0.710 -0.38
N -1.206 -2.273 0.706 -0.03
N 0.757 1.001 -0.747 0.10
C -2.342 -2.498 -1.467 -0.36
C 1.037 -0.265 -3.770 -0.21
C -0.547 -2.017 2.975 -0.01
C 1.578 1.764 3.397 -0.74
C -3.673 -0.145 -0.977 -0.41
C 2.215 3.071 -1.340 -0.57
C -5.060 0.929 0.643 -0.08
C -4.829 -0.523 -1.674 -0.15
C 2.123 0.142 5.634 -0.15
C 0.946 -1.962 -1.157 -0.35
C 1.836 0.379 3.228 -0.67
C -0.748 -2.829 1.920 -0.38
C 1.551 2.273 4.708 -0.17
C 1.810 1.485 5.809 -0.14
C 2.367 2.966 -2.866 -0.04
C 1.526 4.394 -0.979 -0.06
C -2.411 2.636 0.704 -0.10
C 1.387 1.951 -0.886 -0.13
C -1.019 -5.049 0.975 -0.12
C -1.712 -3.087 -0.225 -0.40
C -6.083 -0.199 -1.212 -0.12
C -0.554 -4.267 1.972 -0.06
C -3.775 0.613 0.199 -0.20
C 3.605 -0.608 -1.974 -0.19
C -1.685 -4.461 -0.138 -0.10
C 3.585 2.976 -0.652 -0.05
C 2.129 -0.390 4.358 -0.18
C 2.602 -2.803 -3.774 -0.21
C -6.200 0.526 -0.031 -0.09
C -2.582 1.135 1.009 -0.93
H -1.922 -2.976 -2.353 0.08
H 2.119 5.226 -1.364 0.08
H -2.319 2.796 -0.380 0.07
H -2.094 -5.072 -0.931 0.08
H 4.122 2.088 -0.984 0.07
H 1.329 3.326 4.829 0.07
H 3.435 -0.166 -0.990 -0.01
H -6.967 -0.511 -1.758 0.09
H 0.278 -0.837 -4.310 0.02
H 3.012 3.773 -3.218 0.08
H 3.981 0.167 -2.645 0.01
H 2.361 -1.438 4.205 0.08
H -3.258 3.194 1.096 0.06
H 1.681 0.212 -4.513 0.02
H -1.495 2.971 1.193 0.04
H -4.718 -1.075 -2.601 0.09
H -0.891 -6.127 1.010 0.08
H 3.433 2.916 0.426 0.03
H -5.153 1.477 1.570 0.06
H 2.350 -0.484 6.491 0.08
H 4.179 3.862 -0.886 0.08
H 0.516 0.513 -3.214 -0.01
H 3.143 -3.579 -3.226 0.01
H -0.053 -4.684 2.836 0.10
H 3.270 -2.416 -4.548 0.01
H -0.825 -0.971 2.932 0.00
H -0.172 -2.397 3.915 0.06
H 1.588 -2.423 -0.390 0.00
H 1.443 4.484 0.103 0.02
H 1.777 1.914 6.806 0.08
H -3.415 -2.685 -1.452 0.08
H 1.755 -3.281 -4.272 0.01
H 0.526 4.439 -1.414 0.09
H 0.280 -2.759 -1.509 -0.01
H 4.391 -1.357 -1.866 0.02
H -7.176 0.767 0.371 0.09
H 1.396 3.055 -3.357 0.09
H 2.809 2.012 -3.148 0.06
```

Most favorable structure: <w>. The second most favorable one is 47.2 kJ/mol above it.

<w>
Computed, not measured: C13H13FeN2O9 as an isolated structure, with ωB97M-V/def2-TZVPD.

LUMO level (spin up / spin down)	-0.927 / -2.128	eV
HOMO level (spin up / spin down)	-9.624 / -9.692	eV
2S+1	6
gap between HOMO and LUMO (spin up / spin down)	8.6975 / 7.5634	eV

```
38
Properties=species:S:1:pos:R:3:mulliken_spin:R:1
Fe 0.345 1.502 1.050 4.29
O 0.653 -7.248 -0.282 0.00
O 0.528 3.270 1.594 0.15
O 1.598 2.153 -0.558 0.06
O -3.357 0.325 0.538 0.04
O -1.420 1.107 1.357 0.20
O -0.103 -0.386 -0.588 0.04
O 1.210 -0.198 1.162 0.14
O 2.244 -7.002 1.153 0.00
O -0.621 4.995 2.439 0.03
N -1.216 2.979 -0.519 0.08
N 1.375 -6.569 0.421 0.00
C 0.813 2.311 -1.765 0.00
C -0.499 4.117 1.634 0.01
C 0.620 -0.920 0.253 -0.05
C -0.241 3.359 -1.526 -0.01
C 1.183 -5.102 0.383 0.00
C 1.984 -4.309 1.183 0.00
C 0.037 -3.212 -0.487 0.00
C 0.829 -2.393 0.310 0.01
C -2.165 1.905 -0.778 -0.01
C 1.797 -2.938 1.146 0.01
C 0.208 -4.584 -0.451 0.00
C -1.540 3.938 0.527 0.00
C -2.381 1.012 0.441 0.01
H -0.730 3.565 -2.491 0.00
H 0.395 1.332 -1.966 -0.01
H 2.396 -2.284 1.763 0.00
H -0.709 -2.761 -1.125 0.00
H -3.162 2.283 -1.025 0.00
H -1.808 1.284 -1.599 0.00
H -0.394 -5.251 -1.049 0.00
H -1.699 4.933 0.099 0.00
H 0.224 4.292 -1.200 0.00
H 2.730 -4.766 1.816 0.00
H -2.470 3.637 1.009 0.00
H 1.455 2.596 -2.599 0.00
H 1.891 3.028 -0.269 0.00
```

<x>
Computed, not measured: C13H13FeN2O9 as an isolated structure, with ωB97M-V/def2-TZVPD.

LUMO level (spin up / spin down)	-0.557 / -3.765	eV
HOMO level (spin up / spin down)	-9.950 / -9.330	eV
2S+1	6
gap between HOMO and LUMO (spin up / spin down)	9.3929 / 5.5648	eV

```
38
Properties=species:S:1:pos:R:3:mulliken_spin:R:1
Fe 0.158 -0.560 0.811 3.87
O 0.678 -1.116 -1.249 0.03
O -1.918 0.544 -7.753 0.00
O -0.711 1.384 1.861 0.01
O 0.138 -3.809 3.377 0.08
O 0.117 -0.098 -8.034 0.00
O -0.942 0.322 -0.893 0.05
O 1.920 0.264 1.461 0.07
O 2.344 2.276 2.369 0.07
O -0.326 -2.078 2.028 0.07
N 0.581 -0.273 3.948 0.52
N -0.837 0.177 -7.332 0.00
C 0.676 -0.524 -4.003 0.00
C -0.796 1.696 3.250 0.01
C -0.204 -0.333 -1.683 -0.03
C 2.033 1.106 2.397 0.04
C -1.731 0.406 -5.052 0.00
C -0.375 -0.178 -3.160 0.01
C -1.573 0.294 -3.683 0.00
C 0.534 -0.396 -5.371 0.00
C 0.091 -2.646 3.083 0.05
C -0.673 0.060 -5.879 0.00
C 1.775 0.482 3.861 0.02
C -0.696 0.417 4.063 -0.01
C 0.583 -1.652 4.258 0.01
H -2.651 0.757 -5.494 0.00
H 1.593 -0.894 -3.566 0.00
H 1.753 1.330 4.546 0.03
H 1.576 -1.994 4.536 0.01
H -1.765 2.152 3.462 0.00
H -0.870 0.673 5.114 0.02
H -2.373 0.567 -3.009 0.00
H -0.473 2.182 1.374 0.00
H -1.476 -0.274 3.741 0.01
H 1.334 -0.649 -6.051 0.00
H -0.120 -1.860 5.067 0.02
H -0.009 2.397 3.533 0.00
H 2.636 -0.149 4.070 0.01
```

Most favorable structure: <w>. The second most favorable one is 85.0 kJ/mol above it.

<w>
Computed, not measured: a 2-piece molecular cluster, C2H7ClOSi overall, with ωB97M-V/def2-TZVPD.

LUMO level	-0.014	eV
HOMO level	-7.882	eV
gap between HOMO and LUMO	7.8682	eV

```
12
Properties=species:S:1:pos:R:3:nbo_charge:R:1
Cl 2.655 1.175 0.311 -0.10
Si -0.800 0.385 -0.165 1.67
O -0.414 1.371 1.087 -1.13
C -1.993 -0.962 0.451 -1.16
C 2.114 -0.114 -0.772 -0.78
H -1.474 -1.936 0.600 0.27
H -2.981 -1.078 -0.101 0.26
H -0.711 1.001 -1.469 -0.19
H 2.743 -1.063 -0.588 0.19
H 0.670 1.473 1.011 0.52
H -2.302 -0.606 1.424 0.26
H 2.492 0.352 -1.790 0.19
```

<x>
Computed, not measured: a 2-piece molecular cluster, C2H7ClOSi overall, with ωB97M-V/def2-TZVPD.

LUMO level	0.347	eV
HOMO level	-7.565	eV
gap between HOMO and LUMO	7.9120	eV

```
12
Properties=species:S:1:pos:R:3:nbo_charge:R:1
Cl -1.635 -0.686 2.017 -0.05
Si 0.011 0.467 -0.959 1.57
O 1.031 0.053 -2.134 -1.09
C -1.406 -1.413 0.471 -0.71
C 0.921 0.966 0.586 -1.21
H -1.229 1.263 -1.237 -0.18
H 0.989 0.147 1.386 0.28
H 1.941 -0.048 -1.894 0.51
H 0.344 1.759 1.201 0.27
H -2.246 -1.728 -0.098 0.20
H 1.904 1.379 0.163 0.23
H -0.625 -2.158 0.497 0.19
```

Most favorable structure: <x>. The second most favorable one is 81.5 kJ/mol above it.